The following is a DFT calculation (ωB97M-V with the def2-TZVPD basis set) of a gas-phase ion, C6H15N2O (charge +1).

Each line ends with the Löwdin charge.
CARTESIAN COORDINATES (ANGSTROEM)
O 2.81816 -0.42798 0.11308  -0.162
N 1.22784 1.21950 0.44752  0.117
N 1.72256 -1.25878 0.08230  0.096
C -0.72483 0.11910 -1.45057  -0.049
C -1.37985 -1.61126 0.32746  -0.045
C 2.46020 0.73948 -0.47947  -0.093
C 0.37415 0.09787 0.83609  -0.038
C -0.90648 -0.17548 0.04869  -0.629
C -2.00008 0.72213 0.52367  -0.054
H -2.90426 0.24439 0.03887  0.131
H 1.89719 -2.02276 0.80211  0.129
H -1.93089 1.76461 0.29966  0.089
H 2.01150 0.53462 -1.48883  0.145
H -2.04890 -2.07425 -0.50154  0.132
H -0.32417 1.12600 -1.81196  0.108
H 0.29510 -0.12600 1.86627  0.135
H -0.48111 -2.33234 0.34352  0.089
H 0.62418 1.90221 -0.15987  0.217
H -1.70637 0.21016 -1.79349  0.066
H -1.98840 0.54024 1.56671  0.076
H 1.59216 1.55375 1.26480  0.126
H -0.17368 -0.58006 -2.04534  0.083
H 3.34339 1.51463 -0.25767  0.201
H -1.79742 -1.67979 1.42796  0.131

Results
Net charge: +1
Energy relative to the best compared isomer or geometry (same formula, charge and spin): 4.8534 eV
E_HOMO: -13.48 eV
Orbital gap: 9.9045 eV
Strongest force on any atom: 0.0953 hartree/bohr
E: -421.94126 Eh

=====

The following is a DFT calculation (ωB97M-V with the def2-TZVPD basis set) of 6 unconnected molecules or ions with the total composition C40H43O10S.

Each line ends with the Löwdin charge.
CARTESIAN COORDINATES (ANGSTROEM)
S -5.39853 -3.89316 1.86118  1.120
O 3.77631 2.04856 1.56212  0.081
O -6.40967 1.58249 -3.69814  0.124
O 3.27705 3.46187 -4.41207  0.111
O 1.22642 3.81360 5.85014  0.116
O -0.57565 6.78810 -9.73494  0.122
O -0.82407 2.78462 -6.27971  0.077
O 0.56010 0.27646 -1.17854  0.076
O 0.07638 -5.73605 6.79638  0.122
O -2.53249 1.65687 -0.09381  0.103
O 0.08049 -5.18452 1.53278  0.094
C 1.07438 2.84949 3.70968  0.029
C 1.19731 0.98846 -1.93173  -0.368
C -3.34046 -2.13808 1.22818  -0.257
C -3.41289 1.66442 -0.92736  -0.382
C -0.91126 -1.59628 1.47012  -0.180
C -0.76516 3.70196 -7.07560  -0.377
C -1.93465 5.37671 -8.43170  0.028
C 5.66004 -3.48740 1.31606  -0.115
C -3.25933 2.33882 -2.23781  0.030
C 1.38256 -1.07656 2.52832  -0.186
C 4.84020 -2.20667 1.21595  -0.271
C 0.08234 -5.32395 2.73778  -0.392
C 0.05642 -0.52343 1.99524  -0.199
C 1.81292 3.42080 4.86697  -0.381
C 2.37566 1.74399 -1.44064  0.030
C 0.53797 4.19403 -7.58660  0.024
C 3.29499 3.48973 4.76865  0.030
C 1.30883 -5.17836 4.86304  0.036
C 1.71683 2.40964 2.63236  0.016
C 0.81290 1.14422 -3.35381  0.022
C 1.29872 -5.04135 3.54028  0.018
C 3.19812 2.47006 2.54331  -0.371
C -5.52128 1.61396 -2.87903  -0.379
C -1.12417 -5.92338 4.78503  0.022
C 3.93751 3.04971 3.69013  0.028
C 3.38865 -2.40471 1.63563  -0.236
C -5.67807 0.93629 -1.56024  0.026
C 0.09287 -5.62095 5.59298  -0.381
C -4.69951 0.96847 -0.66309  0.002
C 1.49678 1.94917 -4.16153  0.025
C 2.52914 -1.14548 1.50564  -0.189
C -2.26715 -1.61288 2.17832  -0.203
C 2.66748 2.72193 -3.67046  -0.376
C 0.60116 5.20101 -8.45288  0.032
C -0.62975 5.87260 -8.94643  -0.380
C -1.12840 -5.78787 3.46214  0.006
C -4.73116 -2.18797 1.87947  -0.392
C -4.23709 2.31541 -3.14026  0.035
C 3.05635 2.55479 -2.24662  0.036
C -1.99546 4.37117 -7.56412  0.016
H -2.24776 -2.22209 3.08904  0.120
H -0.00398 2.81818 3.80322  0.123
H -3.38175 -1.48358 0.35771  0.104
H 2.15875 -4.72390 2.96380  0.107
H 1.22394 2.09355 -5.19792  0.094
H -4.15093 2.79564 -4.10636  0.124
H -4.71690 -1.90242 2.93168  0.100
H -2.31372 2.83698 -2.41012  0.125
H 3.17868 -0.27565 1.64690  0.087
H 4.87571 -1.82010 0.19314  0.112
H -1.99035 -6.02219 2.84837  0.111
H 1.42297 3.69751 -7.20798  0.117
H 5.85328 -3.74332 2.36065  0.071
H 1.20328 1.98727 1.77741  0.107
H 1.53758 5.58347 -8.83824  0.127
H 1.70264 -0.46548 3.37700  0.105
H -2.81510 5.88184 -8.80787  0.125
H -6.62367 0.43418 -1.39714  0.120
H -1.11401 -1.40402 0.41156  0.108
H -1.98358 -6.26951 5.34592  0.121
H -0.43509 0.03359 2.79921  0.102
H 3.91546 3.12274 -1.91241  0.126
H -0.04964 0.58148 -3.68830  0.122
H -5.47089 -1.56698 1.37989  0.082
H 3.80710 3.91379 5.62288  0.125
H 6.62143 -3.39498 0.81110  0.069
H -4.77133 0.50318 0.31340  0.098
H 2.18275 -4.97651 5.46903  0.128
H -3.05005 -3.13064 0.86910  0.110
H 5.27930 -1.44278 1.86375  0.110
H -0.46465 -2.59280 1.49834  0.100
H 3.37933 -2.71291 2.68951  0.104
H -2.93149 3.98761 -7.17819  0.117
H 5.13036 -4.33281 0.87067  0.070
H 2.64815 1.59870 -0.40198  0.089
H -2.52341 -0.58862 2.46422  0.118
H 2.94961 -3.22220 1.05347  0.114
H 0.23399 0.18962 1.18986  0.072
H -6.20293 -3.85198 2.93956  -0.004
H -6.42818 -3.73631 1.01097  -0.004
H 2.12645 -1.06174 0.49208  0.106
H 5.01516 3.08493 3.59365  0.125
H 1.20439 -2.08017 2.93242  0.092

Results
Net charge: +1
E_HOMO: -11.61 eV
Orbital gap: 7.6696 eV
Strongest force on any atom: 0.0075 hartree/bohr
E: -2700.12966 Eh

=====

The following is a DFT calculation (ωB97M-V with the def2-TZVPD basis set) of 11 unconnected molecules or ions with the total composition C34H59N3O29S5.

Each line ends with the Löwdin charge.
CARTESIAN COORDINATES (ANGSTROEM)
S 1.24625 3.49258 3.36065  0.512
S -5.12339 2.56076 4.12543  0.615
S -1.07635 0.93327 -0.03731  0.577
S -0.82532 -4.45330 0.17474  0.572
S -2.85351 -0.01512 -4.79388  0.554
O -1.48360 -0.01359 -5.61617  -0.189
O -2.25073 -3.80926 -0.00071  -0.188
O 1.43080 2.49190 -3.46455  0.120
O -1.00179 -5.66932 -0.53850  -0.225
O -3.99789 2.34029 2.94686  -0.215
O 4.26975 -3.89204 -1.80909  0.035
O -0.91754 -0.22427 1.08915  -0.229
O 0.36269 0.65632 -0.71919  -0.214
O -0.40069 -4.44007 1.54654  -0.246
O 0.00611 -3.39170 -0.68630  -0.258
O -5.99921 3.54518 3.61733  -0.213
O 1.77026 3.86048 4.63415  -0.225
O -2.64696 1.39348 -4.19294  -0.211
O 6.31895 -2.90539 -1.54760  0.165
O 3.61588 2.84945 -3.00052  0.072
O -4.57820 2.69944 5.44879  -0.237
O -1.22046 2.17765 0.64179  -0.203
O 0.00230 4.43936 3.11179  -0.191
O 5.19845 -3.63926 0.24579  0.063
O 2.11785 3.61136 2.21100  -0.249
O 2.04697 3.66267 -1.66768  0.094
O -5.78625 -1.26741 -1.60552  0.130
O -3.92816 -0.00470 -5.72199  -0.220
O -1.99007 0.50352 -1.00292  -0.213
O -2.75715 -1.05285 -3.81395  -0.227
O -5.63889 0.60741 -0.49673  0.075
O 0.47794 2.18970 3.40974  -0.223
O -5.76022 1.11294 4.01251  -0.173
O -4.76737 -1.30193 0.35211  0.144
N -0.48184 -1.35996 4.09052  0.200
N 1.87009 -1.17063 -2.68927  0.197
N 4.52100 0.95948 0.17539  0.188
C -3.64550 -3.11865 3.19535  -0.087
C -2.90085 -1.42717 5.01574  -0.170
C 4.89908 1.23051 1.22074  -0.174
C 3.45734 -0.84706 -5.95176  -0.096
C -1.31948 3.76790 3.30856  -0.110
C 3.66581 -0.56192 3.18920  -0.114
C -6.18235 1.01757 -1.67822  -0.352
C -0.50024 0.72973 -4.90153  -0.160
C 4.48672 -1.35643 -4.98748  -0.262
C -0.93651 2.46597 3.92612  -0.068
C -1.55444 -1.44773 4.44173  -0.206
C 2.95663 -1.02409 -3.05321  -0.153
C -4.01225 0.87807 2.54872  -0.125
C -0.90406 -2.70670 -1.63869  -0.093
C 5.27229 4.46916 -2.49200  -0.050
C 3.21230 -4.06331 -0.90501  -0.115
C 3.32259 3.82449 -0.94816  -0.045
C 3.32773 -3.55235 1.71482  -0.009
C -5.34879 -0.72395 -0.52329  -0.561
C 2.30964 2.95997 -2.75849  -0.560
C -5.41938 0.51559 2.76315  -0.188
C 4.31717 -0.66154 -3.65048  -0.151
C -2.29845 -2.73698 -0.97186  -0.119
C -5.34026 2.07471 -2.33268  0.002
C 0.47445 -0.77207 1.26922  -0.092
C 4.40523 3.44107 -1.95180  -0.361
C 1.25925 0.24702 0.41722  -0.120
C -3.78415 -2.60856 4.62976  -0.249
C 5.15689 1.44532 2.67317  -0.136
C -1.21724 1.77555 -4.02046  -0.065
C 3.93034 0.91256 3.46122  -0.237
C 5.38953 -3.45371 -1.07792  -0.533
C -6.32596 -0.29795 -2.46762  -0.059
C 3.89250 -4.28181 0.50663  -0.236
H -7.32967 -0.52562 -2.88708  0.152
H 4.07638 1.14164 4.56844  0.142
H -5.67365 -0.22170 -3.33329  0.113
H 4.71946 5.35280 -2.91998  0.109
H -2.72382 -1.35230 6.08081  0.125
H 3.33697 3.22937 -0.04758  0.081
H -1.88126 3.68537 2.37090  0.112
H 4.03487 -3.55253 2.49813  0.073
H 3.78534 0.11309 -6.38200  0.089
H 5.98789 0.86415 2.97532  0.099
H 5.88514 4.03385 -3.34866  0.111
H 2.18215 -0.18053 0.00120  0.097
H -2.48000 -1.82630 -0.47962  0.069
H -7.21478 1.32842 -1.47127  0.158
H 4.06580 -5.36295 0.68349  0.156
H -3.88758 -2.25831 2.53184  0.063
H 2.74496 -0.95577 3.65177  0.078
H 3.40883 4.89220 -0.64414  0.147
H -3.29885 0.28916 3.14697  0.090
H -0.80304 -3.31828 -2.52339  0.132
H -5.51776 3.05332 -1.89541  0.089
H 2.61063 -4.93012 -1.16588  0.135
H 4.46081 -1.24043 3.58781  0.094
H 4.27974 0.39498 -3.83353  0.096
H -6.00463 0.82229 1.90458  0.128
H 4.48898 -2.43426 -4.86425  0.115
H 3.01535 1.42303 3.21601  0.052
H 2.46998 -0.73484 -5.50936  0.060
H -3.01438 -2.94436 -1.74905  0.129
H 0.70453 -0.68747 2.31815  0.062
H -4.44032 -3.80204 2.96909  0.073
H -0.81533 2.35993 4.99755  0.142
H -1.49417 1.65768 3.44033  0.104
H 3.29841 -2.54376 1.33310  0.054
H -1.15848 2.70377 -4.43881  0.102
H 5.48957 -1.06733 -5.24425  0.108
H 1.43313 1.13878 1.00958  0.100
H 6.03769 4.87915 -1.75279  0.115
H -5.55346 2.10440 -3.40746  0.098
H -2.67533 -3.59269 3.01512  0.073
H -1.82544 4.35349 4.07885  0.141
H -3.61239 -3.47301 5.34392  0.127
H -5.51422 -0.55763 2.90291  0.129
H -3.75879 0.87255 1.46625  0.128
H 3.52639 -0.71529 2.10341  0.040
H -1.00748 1.66612 -2.99386  0.084
H 5.40469 2.48956 2.92829  0.127
H -4.27032 1.84128 -2.23461  0.083
H 2.58539 -3.18842 -0.86483  0.091
H 0.19223 0.04784 -4.44787  0.093
H 2.33018 -3.86605 2.00191  0.088
H 0.05086 1.22621 -5.73052  0.142
H 3.41887 -1.53141 -6.78804  0.073
H -3.31201 -0.49123 4.58417  0.089
H -0.35067 -1.79547 -1.68958  0.075
H 5.08423 -0.92253 -2.90916  0.109
H 5.00103 2.56564 -1.66136  0.126
H -4.83288 -2.26232 4.85195  0.119
H 0.52493 -1.78484 0.89563  0.097

Results
Net charge: 0
E_HOMO: -10.75 eV
Orbital gap: 11.1593 eV
Structure (SMILES): C[C@H]1COC(=O)O1.C[C@H]1COC(=O)O1.C[C@H]1COC(=O)O1.O=S1(=O)OCCO1.O=S1(=O)OCCO1.O=S1(=O)OCCO1.O=S1(=O)OCCO1.O=S1(=O)OCCO1.CCCC#N.CCCC#N.CCCC#N
Strongest force on any atom: 0.0761 hartree/bohr
E: -5668.00058 Eh

=====

The following is a DFT calculation (ωB97M-V with the def2-TZVPD basis set) of a single CH2NOPS molecule.

Each line ends with the Löwdin charge.
CARTESIAN COORDINATES (ANGSTROEM)
S -1.74072 1.49397 -1.52500  0.599
P 1.52459 0.52488 -1.77862  0.772
O -0.22587 0.45159 0.39400  -0.255
N -1.39013 0.40537 -0.34615  -0.557
C 1.02080 0.44674 -0.20258  -0.684
H -1.69057 -0.55162 -0.49979  0.080
H 1.72428 0.39247 0.62269  0.045

Results
Net charge: 0
Energy relative to the best compared isomer or geometry (same formula, charge and spin): 1.6528 eV
E_HOMO (spin up / spin down): -8.93 / -8.57 eV
Orbital gap (spin up / spin down): 7.6994 / 7.2712 eV
Strongest force on any atom: 0.0238 hartree/bohr
E: -908.66634 Eh

=====

The following is a DFT calculation (ωB97M-V with the def2-TZVPD basis set) of a molecular structure, C30H33N3O2.

Each line ends with the Löwdin charge.
CARTESIAN COORDINATES (ANGSTROEM)
O -3.68552 -1.39893 -0.03627  -0.005
O -2.35053 -1.50635 1.81348  0.077
N -1.02917 2.57310 4.73140  -0.154
N 2.03652 2.08864 -4.95827  -0.149
N -0.72322 -2.40198 -0.44247  0.057
C -1.33259 -1.19944 -0.42539  -0.140
C -0.25122 0.72119 1.12503  -0.214
C 0.07336 0.13022 2.38317  0.032
C 1.38505 -0.13125 -2.23398  0.042
C 2.61101 -3.97126 1.48911  -0.076
C 1.41145 -3.66390 0.85739  -0.030
C 1.61566 1.79217 -3.69848  -0.187
C 0.14071 -0.00103 -0.08504  -0.096
C 3.71538 -4.11912 -0.65209  -0.091
C 1.06293 2.62795 -2.70853  -0.009
C 2.50230 -0.19918 -4.60503  -0.101
C -2.50006 -1.38224 0.58748  -0.412
C -0.59419 1.65264 5.76705  -0.144
C 0.16914 -3.02964 -1.16793  -0.101
C 2.54845 0.92054 -5.65649  -0.143
C 1.36551 -3.54942 -0.54296  -0.227
C -6.08078 -1.34491 0.10344  -0.075
C -0.20081 0.82230 3.54391  -0.153
C -1.68124 3.80407 5.09795  -0.052
C -4.79729 -1.21857 0.87347  -0.227
C 1.88426 3.32471 -5.69246  -0.044
C -1.00819 1.90848 1.09173  -0.056
C 0.69468 0.67815 -1.27076  -0.177
C 1.84324 0.42368 -3.41484  -0.157
C -0.85875 2.07471 3.47747  -0.187
C 2.52576 -3.82258 -1.29435  -0.051
C 0.64607 2.06947 -1.51783  -0.036
C 3.77297 -4.20282 0.74073  -0.082
C 0.01123 0.47670 4.98141  -0.097
C -1.24590 2.62746 2.24246  -0.013
H -1.29981 2.32373 0.12615  0.106
H -6.84965 -0.96295 0.78039  0.078
H 0.97714 3.69067 -2.89216  0.096
H -1.18862 4.22992 5.98277  0.086
H -1.58958 -0.52558 -1.30514  0.140
H 1.66464 -1.17133 -2.00927  0.102
H 0.38618 2.73296 -0.69391  0.099
H 2.45185 -3.79601 -2.38162  0.110
H -6.07996 -0.74087 -0.81472  0.084
H 0.63112 -0.81188 2.43680  0.127
H 0.12581 2.14495 6.43356  0.116
H 1.48742 4.11643 -5.04613  0.080
H 0.02759 -3.22207 -2.24527  0.126
H -1.74104 3.59043 2.21839  0.095
H -2.74603 3.66630 5.35013  0.089
H 4.61788 -4.25201 -1.23930  0.101
H 2.85793 3.64711 -6.09897  0.089
H -6.30023 -2.39472 -0.14088  0.082
H 1.93862 -1.06009 -4.97606  0.115
H 3.56215 1.11825 -6.02106  0.117
H 2.64417 -3.99549 2.57059  0.100
H 1.92710 0.69598 -6.53394  0.118
H 4.70065 -4.47140 1.23808  0.100
H -0.47220 -0.46371 5.26259  0.118
H -4.66706 -0.20477 1.26202  0.129
H -4.71604 -1.94322 1.68975  0.124
H 1.20625 3.19313 -6.55399  0.089
H 0.49301 -3.52106 1.42758  0.117
H 3.51944 -0.54032 -4.37973  0.118
H 0.74503 -0.89314 0.15061  0.114
H 1.07036 0.37966 5.22633  0.114
H -1.61868 4.52765 4.27951  0.079
H -1.44165 1.33985 6.39340  0.118

Results
Net charge: 0
Energy relative to the best compared isomer or geometry (same formula, charge and spin): 0.5043 eV
E_HOMO: -6.24 eV
Orbital gap: 6.1641 eV
Strongest force on any atom: 0.0816 hartree/bohr
E: -1477.60911 Eh

=====

The following is a DFT calculation (ωB97M-V with the def2-TZVPD basis set) of 4 unconnected molecules or ions with the total composition C2H11NO4.

Each line ends with the Löwdin charge.
CARTESIAN COORDINATES (ANGSTROEM)
O 1.41063 0.28302 2.33097  -0.037
O 0.18104 0.81296 -0.79265  0.311
O -3.66523 -0.70803 0.38593  -0.051
O -1.34928 0.94544 1.58064  -0.034
N 1.79366 -0.55414 -0.22562  0.289
C 1.03239 -0.04368 -1.17091  -0.404
C 1.08408 -0.46025 -2.58564  0.063
H 2.10380 -0.51227 -2.96096  0.119
H -1.17792 0.76834 0.64828  0.001
H 0.48641 0.56099 2.43771  0.037
H 0.61450 -1.43153 -2.71905  0.125
H -4.22858 -0.28446 1.05206  0.052
H -2.95012 -0.07500 0.30740  -0.020
H 0.54374 0.19414 -3.27333  0.115
H 2.74681 -0.81489 -0.41775  0.164
H -1.76440 1.82480 1.54858  0.090
H 1.65931 -0.22065 3.11357  0.085
H 1.47916 -0.28478 0.74076  0.095

Results
Net charge: +1
Energy relative to the best compared isomer or geometry (same formula, charge and spin): 0.7182 eV
E_HOMO (spin up / spin down): -14.12 / -14.12 eV
Orbital gap (spin up / spin down): 9.6719 / 4.9699 eV
Strongest force on any atom: 0.0303 hartree/bohr
Multiplicity: 2
E: -438.18963 Eh